Computed, not measured: a cluster of 8 separate species, C40H98BN2O8S3 in total in a non-equilibrium geometry, with ωB97M-V/def2-TZVPD.

## Properties
Frontier orbital gap = 6.810 eV
Net charge = +1
LUMO level = -0.1325 Ha

The geometry in XYZ format:
```
152
C40H98BN2O8S3 ωB97M-V/def2-TZVPD
C 3.49022 0.97484 0.90003
C 4.14332 0.99353 -0.48309
C 4.72996 2.33241 -0.95892
C 4.11360 3.62230 -0.46208
N 2.80633 4.05532 -1.00543
C 1.67602 3.97420 -0.10607
C 1.43064 5.27362 0.65655
C 0.16780 5.09326 1.50897
C 0.52416 4.66539 2.93289
S -0.49189 3.33748 3.62564
B -0.24510 1.78479 2.52337
N 0.69137 0.81267 2.89761
O -1.07962 1.66801 1.45779
C 2.56848 3.76415 -2.36554
S 2.98010 4.83845 -3.49911
S 2.00514 2.20962 -2.98404
C 0.83559 1.45522 -1.82879
C -0.61030 1.62659 -2.26207
C -1.19385 3.00381 -2.00605
H 3.94122 1.67399 1.60154
H 3.61346 -0.01617 1.33385
H 2.41352 1.13241 0.83281
H 4.97193 0.29163 -0.43914
H 3.44564 0.57679 -1.20461
H 4.78353 2.32023 -2.04513
H 5.76443 2.36127 -0.62376
H 4.82716 4.41490 -0.67807
H 4.01739 3.61549 0.62147
H 0.77747 3.80446 -0.68841
H 1.80525 3.18538 0.64900
H 1.33535 6.11079 -0.02634
H 2.27737 5.47930 1.31039
H -0.41739 4.29816 1.04675
H -0.45991 5.97707 1.51643
H 1.55775 4.34594 3.02752
H 0.38739 5.48977 3.62760
H -1.73434 3.70366 3.29692
H 0.54026 -0.01247 2.32339
H 1.68230 1.03306 2.85181
H -0.60510 1.75242 0.61848
H 0.97703 1.76906 -0.80154
H 1.02777 0.38295 -1.84458
H -0.72912 1.31936 -3.29582
H -1.16588 0.90429 -1.65984
H -2.14882 3.09320 -2.51805
H -1.40868 3.16371 -0.94979
H -0.56266 3.80250 -2.39071
C 7.75571 5.36867 -3.51107
C 7.08279 4.73993 -2.30465
O 7.76859 3.62322 -1.76523
C 9.08881 3.86405 -1.30616
C 9.18305 4.89918 -0.19869
H 7.88812 4.62912 -4.30115
H 7.14285 6.18435 -3.89475
H 8.73695 5.77750 -3.26757
H 6.10401 4.35818 -2.59755
H 6.90722 5.49401 -1.52683
H 9.74086 4.13677 -2.14257
H 9.43912 2.90030 -0.93716
H 8.85176 5.88486 -0.52716
H 10.21597 4.99184 0.13633
H 8.56753 4.60474 0.65317
C -0.72013 -4.08612 -2.72728
C -0.97575 -2.63599 -3.09511
O 0.20329 -1.87603 -3.31835
C 1.04472 -2.33329 -4.36873
C 0.36347 -2.36435 -5.72322
H -0.08994 -4.15650 -1.83953
H -1.66450 -4.59236 -2.52504
H -0.21973 -4.62920 -3.52928
H -1.48432 -2.13538 -2.26855
H -1.64258 -2.57150 -3.96188
H 1.46463 -3.31494 -4.12477
H 1.88012 -1.63203 -4.39302
H -0.47922 -3.05691 -5.73956
H 1.06849 -2.67441 -6.49446
H -0.01964 -1.37558 -5.98082
C 0.99777 6.01362 10.01158
C 0.59558 6.87125 8.82565
O 1.23678 6.51557 7.60774
C 1.01209 5.20580 7.14389
C -0.44793 4.88517 6.86024
H 2.07673 6.05229 10.16210
H 0.50723 6.37688 10.91400
H 0.71456 4.96788 9.88153
H 0.88886 7.90459 9.00345
H -0.49299 6.87052 8.69984
H 1.43602 4.46678 7.83299
H 1.59020 5.13499 6.21824
H -1.06543 4.93199 7.75612
H -0.53240 3.87611 6.45769
H -0.86036 5.59650 6.13822
C -3.95974 -3.41000 3.43848
C -3.93378 -2.42917 4.59612
O -2.76388 -1.62271 4.64387
C -2.52994 -0.80988 3.51905
C -3.63462 0.19896 3.23470
H -3.08889 -4.06575 3.47161
H -4.85982 -4.02280 3.48675
H -3.95837 -2.90179 2.47216
H -3.94313 -2.97194 5.53987
H -4.83096 -1.80054 4.58777
H -2.33416 -1.42307 2.62953
H -1.60074 -0.28344 3.74852
H -4.58096 -0.28516 2.99632
H -3.36300 0.82476 2.38263
H -3.79996 0.83641 4.10639
C -3.08524 -6.32947 -7.36552
C -3.30205 -5.26919 -6.30016
O -2.97962 -3.95353 -6.71571
C -3.70894 -3.44968 -7.82178
C -5.21012 -3.38561 -7.60036
H -2.05112 -6.31738 -7.71134
H -3.30530 -7.31640 -6.95830
H -3.72995 -6.17856 -8.23192
H -2.64520 -5.46627 -5.45163
H -4.32936 -5.31149 -5.92035
H -3.47863 -4.02367 -8.72596
H -3.31978 -2.44402 -7.98079
H -5.64608 -4.37320 -7.44655
H -5.69494 -2.94147 -8.46974
H -5.44143 -2.77714 -6.72495
C -6.71763 -2.02278 0.87191
C -6.53861 -3.47665 0.46424
O -7.58464 -4.32362 0.89008
C -8.88043 -4.01616 0.40313
C -9.00136 -4.05162 -1.11031
H -6.82238 -1.94476 1.95595
H -5.85311 -1.43409 0.55879
H -7.60316 -1.57579 0.41952
H -5.63714 -3.87297 0.93242
H -6.38918 -3.55985 -0.61880
H -9.21745 -3.04888 0.79312
H -9.53041 -4.77334 0.83975
H -8.37347 -3.30096 -1.59234
H -10.03295 -3.85866 -1.40455
H -8.70826 -5.02966 -1.49322
C 1.16660 -8.47992 0.80724
C 1.99254 -7.60707 -0.12136
O 1.49698 -6.28642 -0.27063
C 1.41792 -5.51294 0.90923
C 2.74997 -5.30402 1.61056
H 0.13332 -8.53291 0.46284
H 1.57781 -9.48889 0.83147
H 1.16000 -8.10199 1.83056
H 1.97811 -8.02752 -1.12636
H 3.04050 -7.59011 0.19818
H 0.68394 -5.94102 1.60226
H 1.02078 -4.54846 0.58708
H 3.18152 -6.24177 1.96018
H 2.61686 -4.65762 2.47941
H 3.46776 -4.83724 0.93444
```

Computed, not measured: a cluster of 7 separate species, C41H106F6N5O5P2 in total in a non-equilibrium geometry, with ωB97M-V/def2-TZVPD.

## Properties
Frontier orbital gap = 10.090 eV
Net charge = +5
LUMO level = -0.2850 Ha
Energy relative to the best compared isomer or geometry (same formula, charge and spin) = 195.1 kJ/mol

The geometry in XYZ format:
```
165
C41H106F6N5O5P2 ωB97M-V/def2-TZVPD
C -5.06123 -1.86379 1.24312
C -3.86620 -2.85704 1.16548
C -4.33240 -4.34366 1.08863
C -5.22497 -4.65652 -0.17560
P -5.74876 -6.37256 -0.66324
C -6.40083 -7.25765 0.75532
C -7.82083 -7.05628 1.09714
C -8.14535 -7.04167 2.62349
C -8.00571 -8.42703 3.21601
C -7.05987 -6.32566 -1.95331
C -6.83018 -5.59379 -3.27517
C -8.07514 -5.38922 -4.14845
C -7.68643 -5.42504 -5.68076
C -4.22683 -7.15364 -1.26493
C -4.38473 -8.62343 -1.84199
C -3.24294 -9.24521 -2.67046
C -3.01052 -8.51966 -3.99541
H -5.64324 -1.53801 0.38101
H -4.56710 -0.93868 1.53996
H -5.72979 -2.11174 2.06753
H -3.23146 -2.54846 1.99614
H -3.32094 -2.65472 0.24360
H -4.77599 -4.70249 2.01738
H -3.49079 -5.03628 1.08009
H -4.87452 -4.12995 -1.06330
H -6.20013 -4.18270 -0.06302
H -5.79062 -7.06348 1.63739
H -6.22835 -8.24387 0.32435
H -8.32586 -7.93618 0.69865
H -8.37440 -6.24807 0.61917
H -9.20407 -6.79828 2.53421
H -7.72908 -6.21947 3.20557
H -8.45676 -9.15913 2.54617
H -8.44069 -8.53169 4.20996
H -6.94221 -8.60872 3.37116
H -8.02011 -6.00664 -1.54801
H -7.20156 -7.36411 -2.25277
H -6.05188 -6.04668 -3.88936
H -6.46478 -4.56882 -3.21155
H -8.47555 -4.39130 -3.96984
H -8.93915 -6.03456 -3.98990
H -8.40117 -5.02429 -6.39955
H -7.56258 -6.46873 -5.96962
H -6.74895 -4.96397 -5.99164
H -3.49313 -7.21542 -0.46120
H -3.82757 -6.44569 -1.99120
H -5.25138 -8.65643 -2.50224
H -4.62081 -9.36077 -1.07472
H -3.34736 -10.31863 -2.82849
H -2.37942 -9.10555 -2.02012
H -2.65451 -7.50938 -3.79370
H -3.94898 -8.52003 -4.54984
H -2.31682 -9.13840 -4.56466
C 4.04519 10.98905 1.88054
N 4.57099 9.59562 2.23421
C 4.07227 9.23883 3.62781
C 3.97156 8.56573 1.21196
C 6.07840 9.55019 2.03873
C 6.86669 10.62093 2.78710
O 6.80022 11.79308 1.99109
H 4.41926 11.81755 2.48197
H 2.95898 11.07504 1.91006
H 4.39917 11.15808 0.86357
H 4.50700 9.89822 4.37902
H 4.40311 8.20365 3.71176
H 3.00543 9.44287 3.53668
H 2.88726 8.57507 1.32294
H 4.42278 7.59632 1.42349
H 4.18516 8.79122 0.16716
H 6.21768 9.51171 0.95835
H 6.32940 8.52453 2.30915
H 7.90822 10.40011 3.02065
H 6.40193 10.84286 3.74774
H 7.64828 12.03058 1.60899
C -3.61044 6.81766 -5.08679
N -3.79455 5.81320 -3.90810
C -2.41292 5.46966 -3.25163
C -4.58025 6.68005 -2.92685
C -4.61714 4.58001 -4.45755
C -4.86311 3.47595 -3.40046
O -5.67874 3.90384 -2.31501
H -4.62899 6.99183 -5.43368
H -2.96861 6.33173 -5.82165
H -3.24965 7.76140 -4.67779
H -2.58795 4.80385 -2.40655
H -1.88982 6.35701 -2.89517
H -1.74318 4.96376 -3.94704
H -4.65417 6.04814 -2.04180
H -5.53040 6.75147 -3.45620
H -4.02113 7.57544 -2.65525
H -4.01345 4.33733 -5.33206
H -5.51930 5.09890 -4.78154
H -3.89538 3.05246 -3.13167
H -5.39747 2.70668 -3.95794
H -6.08785 3.16113 -1.86489
C 2.30330 -4.07229 1.56204
N 3.11273 -4.62279 0.26447
C 2.18871 -4.66385 -0.99807
C 4.23212 -3.53461 -0.01752
C 3.76650 -5.98089 0.54475
C 2.84036 -7.10052 0.93570
O 2.30096 -7.66236 -0.25126
H 1.53840 -4.81393 1.79224
H 1.87326 -3.07513 1.46803
H 2.94883 -4.07177 2.44032
H 2.90408 -4.88132 -1.79120
H 1.77408 -3.66935 -1.16289
H 1.38250 -5.39656 -0.96257
H 3.69430 -2.59245 -0.12331
H 4.71110 -3.93296 -0.91195
H 4.92208 -3.35114 0.80613
H 4.37634 -5.76974 1.42316
H 4.46774 -6.23555 -0.24992
H 2.03802 -6.72495 1.57077
H 3.47056 -7.86173 1.39558
H 2.39345 -8.61679 -0.29707
C 6.06274 2.58587 6.58149
N 5.08635 2.14731 7.68123
C 5.97015 1.91209 8.99087
C 4.21264 3.34771 7.97210
C 4.38376 0.80741 7.31766
C 3.09145 0.53802 8.16356
O 3.26497 0.36963 9.56515
H 5.47762 2.94970 5.73688
H 6.68348 1.72002 6.35112
H 6.79905 3.29462 6.96047
H 6.58397 2.80294 9.12395
H 6.66492 1.11234 8.73438
H 5.33492 1.69316 9.84916
H 3.62393 3.50377 7.06813
H 4.78653 4.23999 8.22226
H 3.54233 3.18681 8.81643
H 5.07078 0.01233 7.60741
H 4.15382 0.74975 6.25375
H 2.73148 -0.41626 7.77903
H 2.27601 1.25394 8.06047
H 2.39531 0.53449 9.93678
C 5.09226 3.81190 -3.98969
N 5.86934 3.49801 -5.26540
C 5.04803 3.97630 -6.48922
C 7.18612 4.26894 -5.04910
C 6.24616 1.96984 -5.30122
C 5.23647 0.92177 -4.83738
O 3.94519 1.10879 -5.35828
H 4.13057 3.30610 -3.90357
H 4.85006 4.87203 -3.91511
H 5.72338 3.59604 -3.12760
H 5.36334 3.35743 -7.32928
H 5.38430 5.00326 -6.63197
H 3.96835 3.87351 -6.38047
H 7.73171 4.20165 -5.99033
H 7.71956 3.80658 -4.21858
H 6.92102 5.29790 -4.80609
H 7.11648 1.82961 -4.66014
H 6.47218 1.72051 -6.33797
H 5.15728 0.83757 -3.75353
H 5.56468 -0.06413 -5.16657
H 3.37163 0.37696 -5.11940
P 1.46885 2.55113 1.71686
F 1.71973 3.55348 2.97503
F -0.14931 2.68111 1.84476
F 1.40205 3.80405 0.63270
F 1.32898 1.46577 0.53902
F 3.07592 2.36410 1.60287
F 1.42060 1.33538 2.78926
```